Version one
ORCA calculation (ωB97M-V with the def2-TZVPD basis set) on a single C6H7NO2S molecule.

The geometry in ORCA input format:
```
! wB97M-V def2-TZVPD RIJCOSX def2/J DEFGRID3
* xyz 0 1
C -2.59 1.33 0.16
C -1.57 0.29 -0.06
C -0.25 0.50 -0.11
S 0.70 1.92 -0.15
C 2.21 0.95 0.08
O 3.37 1.41 0.27
N 1.94 -0.41 0.03
C 2.98 -1.37 -0.08
C 0.59 -0.72 -0.02
O 0.19 -1.86 0.03
H -2.10 2.30 -0.03
H -3.17 1.22 1.10
H -3.37 1.15 -0.75
H -1.58 -0.80 -0.02
H 3.80 -1.21 0.79
H 3.54 -1.41 -1.02
H 2.47 -2.29 0.05
*
```

As for the structure (SMILES): C/C=C1\SC(=O)N(C)C1=O. For the molar mass, the calculation gives 157.194 g/mol. As for the gap between HOMO and LUMO: 0.33964 Ha.


Version two
ORCA calculation (ωB97M-V with the def2-TZVPD basis set) on a molecular structure, C6H7NO2S.

The geometry in ORCA input format:
```
! wB97M-V def2-TZVPD RIJCOSX def2/J DEFGRID3
* xyz 0 1
C -3.54 -0.75 -0.05
C -2.36 -0.74 0.23
C 1.42 -1.44 -0.66
C 0.87 1.07 0.81
C -1.07 -0.94 0.76
C 0.17 -0.55 -0.82
N 0.46 0.79 -0.51
O 2.57 -0.96 -1.15
O 1.27 -2.55 -0.28
S -0.56 0.30 1.93
H -4.53 -0.90 -0.12
H 1.73 0.55 1.08
H 0.81 2.10 0.90
H -0.95 -1.91 1.13
H -0.58 -0.65 -1.60
H -0.32 1.33 -0.85
H 2.71 0.00 -1.40
*
```

For the molar mass, the calculation gives 157.194 g/mol. As for the gap between HOMO and LUMO: 0.34268 Ha.


Top of the stability list: version one, leading by 0.1201 hartree.


Version one
ORCA calculation (ωB97M-V with the def2-TZVPD basis set) on a molecular structure, CsH4O2.

The geometry in ORCA input format:
```
! wB97M-V def2-TZVPD RIJCOSX def2/J DEFGRID3
* xyz 1 1
Cs -0.95 0.98 0.97
O 0.09 0.44 -0.75
H 0.76 0.74 -1.37
H -0.71 0.39 -1.27
O 0.48 -0.74 1.12
H 0.64 -0.52 0.20
H -0.30 -1.29 1.10
*
```

For the molar mass, the calculation gives 168.935 g/mol. As for the gap between HOMO and LUMO: 0.40294 Ha.


Version two
ORCA calculation (ωB97M-V with the def2-TZVPD basis set) on a molecular structure, CsH4O2.

The geometry in ORCA input format:
```
! wB97M-V def2-TZVPD RIJCOSX def2/J DEFGRID3
* xyz 1 1
Cs 0.61 1.37 0.93
O 1.17 0.58 -2.10
H 0.30 0.43 -1.86
H 1.00 1.42 -2.46
O -0.72 -1.08 1.84
H -1.59 -0.78 2.17
H -0.77 -1.96 1.48
*
```

For the molar mass, the calculation gives 168.935 g/mol. As for the gap between HOMO and LUMO: 0.45091 Ha.


Top of the stability list: version two, leading by 0.1847 hartree.


Version one
ORCA calculation (ωB97M-V with the def2-TZVPD basis set) on a single C4H8S2 molecule.

The geometry in ORCA input format:
```
! wB97M-V def2-TZVPD RIJCOSX def2/J DEFGRID3
* xyz 0 1
C 0.65 -1.64 0.26
C 1.38 -0.39 -0.09
S 0.63 0.75 -1.27
C -0.90 1.11 -0.96
C -1.10 0.81 0.60
S -1.16 -1.05 0.93
H 1.13 -2.36 0.84
H 0.09 -2.02 -0.60
H 1.67 0.28 0.92
H 2.31 -0.93 -0.46
H -1.79 0.78 -1.59
H -0.84 2.33 -1.07
H -1.98 1.27 1.22
H -0.09 1.06 1.28
*
```

As for the structure (SMILES): C1CSCCS1. For the molar mass, the calculation gives 120.242 g/mol. As for the gap between HOMO and LUMO: 0.33755 Ha.


Version two
ORCA calculation (ωB97M-V with the def2-TZVPD basis set) on a single C4H8S2 molecule.

The geometry in ORCA input format:
```
! wB97M-V def2-TZVPD RIJCOSX def2/J DEFGRID3
* xyz 0 1
S -1.05 -0.25 -2.27
C 0.14 0.71 -1.20
C 1.05 -0.67 -0.29
C 0.63 0.31 0.94
S -0.06 -0.53 2.39
C -0.39 1.08 0.17
H -1.75 0.86 -2.00
H 0.87 1.25 -1.74
H 0.47 -1.51 -0.17
H 2.10 -0.86 -0.61
H 1.58 0.90 1.27
H -0.03 -1.90 1.87
H -0.36 2.14 0.38
H -1.40 0.65 0.21
*
```

As for the structure (SMILES): S[C@H]1C[C@@H](S)C1. For the molar mass, the calculation gives 120.242 g/mol. As for the gap between HOMO and LUMO: 0.35452 Ha.


Version three
ORCA calculation (ωB97M-V with the def2-TZVPD basis set) on a molecular structure, C4H8S2.

The geometry in ORCA input format:
```
! wB97M-V def2-TZVPD RIJCOSX def2/J DEFGRID3
* xyz 0 1
C -0.23 -0.59 0.97
C 0.14 0.00 -0.39
C -0.14 1.42 -1.13
C 1.21 0.94 -0.82
H -1.31 -0.98 3.01
H -0.04 -1.84 0.81
H 0.46 -0.16 2.08
H 0.16 -2.56 -0.40
H -0.69 1.39 -2.00
H -0.76 2.02 -0.40
H 1.63 0.69 -1.73
H 1.85 1.39 0.01
S -1.98 -0.34 1.61
S -0.32 -1.38 -1.63
*
```

For the molar mass, the calculation gives 120.242 g/mol. As for the gap between HOMO and LUMO: 0.31323 Ha.


Top of the stability list: version two, leading by 0.0190 hartree.


Version one
ORCA calculation (ωB97M-V with the def2-TZVPD basis set) on a single C4H8S2 molecule.

The geometry in ORCA input format:
```
! wB97M-V def2-TZVPD RIJCOSX def2/J DEFGRID3
* xyz 0 1
C -2.46 -1.61 -1.83
C -1.77 -1.28 -0.78
S -0.70 0.09 -0.79
C 0.73 -0.66 0.03
C 1.79 0.44 0.29
S 1.25 1.40 1.76
H -3.02 -2.52 -1.75
H -2.40 -1.05 -2.70
H -1.87 -1.90 0.14
H 1.15 -1.55 -0.57
H 0.41 -1.04 0.95
H 1.90 1.14 -0.56
H 2.75 -0.11 0.57
H 2.42 1.89 2.18
*
```

As for the structure (SMILES): C=CSCCS. For the molar mass, the calculation gives 120.242 g/mol. As for the gap between HOMO and LUMO: 0.34084 Ha.


Version two
ORCA calculation (ωB97M-V with the def2-TZVPD basis set) on 2 unconnected molecules or ions with the total composition C4H8S2.

The geometry in ORCA input format:
```
! wB97M-V def2-TZVPD RIJCOSX def2/J DEFGRID3
* xyz 0 1
C -2.77 -0.20 -0.15
C -2.18 0.94 -0.23
C 1.47 0.36 -0.51
C 0.70 -0.39 0.49
S 3.30 0.23 -0.09
S -0.08 -1.89 0.13
H -3.70 -0.51 -0.35
H -2.02 -1.14 0.18
H -1.12 1.25 -0.06
H 1.22 1.51 -0.48
H 1.40 -0.02 -1.46
H 0.64 -0.28 1.50
H 3.44 1.58 0.42
H -0.09 -1.57 -1.08
*
```

For the molar mass, the calculation gives 120.242 g/mol. As for the gap between HOMO and LUMO (alpha / beta): 0.30257 / 0.27180 Ha.


Version three
ORCA calculation (ωB97M-V with the def2-TZVPD basis set) on a single C4H8S2 molecule.

The geometry in ORCA input format:
```
! wB97M-V def2-TZVPD RIJCOSX def2/J DEFGRID3
* xyz 0 1
C 1.49 -1.40 0.84
C 0.46 -0.52 0.89
C 0.51 0.93 1.25
S 0.33 2.08 -0.19
C -0.86 -1.04 0.38
S -0.98 -1.28 -1.42
H 2.52 -1.10 1.02
H 1.28 -2.40 0.52
H -0.31 1.08 1.92
H 1.48 1.19 1.76
H 0.20 3.09 0.62
H -1.14 -2.00 0.86
H -1.67 -0.37 0.60
H -1.55 -0.11 -1.71
*
```

As for the structure (SMILES): C=C(CS)CS. For the molar mass, the calculation gives 120.242 g/mol. As for the gap between HOMO and LUMO: 0.35323 Ha.


Top of the stability list: version three, leading by 0.0073 hartree.


Version one
ORCA calculation (ωB97M-V with the def2-TZVPD basis set) on a molecular structure, C6H6N2.

The geometry in ORCA input format:
```
! wB97M-V def2-TZVPD RIJCOSX def2/J DEFGRID3
* xyz 0 1
C -0.93 -1.54 -0.84
C -1.02 -0.36 -1.79
C -0.19 0.37 -0.76
C 0.84 1.47 0.99
C 0.46 -0.84 1.21
C 0.17 -0.80 -0.05
H -1.80 -1.73 -0.02
H -0.59 -2.46 -1.37
H -1.85 0.28 -2.04
H -0.30 -0.66 -2.73
H 1.01 2.52 1.57
H 0.38 -1.78 1.93
N 0.13 1.53 -0.27
N 0.88 0.49 1.73
*
```

For the molar mass, the calculation gives 106.128 g/mol. As for the gap between HOMO and LUMO: 0.36776 Ha.


Version two
ORCA calculation (ωB97M-V with the def2-TZVPD basis set) on a single C6H6N2 molecule.

The geometry in ORCA input format:
```
! wB97M-V def2-TZVPD RIJCOSX def2/J DEFGRID3
* xyz 0 1
C 2.12 -0.06 0.00
N 1.42 -1.16 -0.01
C 0.08 -0.72 0.00
N -1.06 -1.31 0.00
C -2.04 -0.27 -0.01
C -1.34 1.20 -0.01
C 0.04 0.75 0.03
C 1.29 1.20 0.00
H 3.21 -0.18 0.04
H -2.60 -0.34 0.95
H -2.71 -0.54 -0.82
H -1.58 1.79 -0.91
H -1.55 1.81 0.85
H 1.71 2.21 -0.07
*
```

As for the structure (SMILES): C1=NC2=NCCC2=C1. For the molar mass, the calculation gives 106.128 g/mol. As for the gap between HOMO and LUMO: 0.33703 Ha.


Top of the stability list: version two, leading by 0.0783 hartree.


Version one
ORCA calculation (ωB97M-V with the def2-TZVPD basis set) on a single C6H6N2 molecule.

The geometry in ORCA input format:
```
! wB97M-V def2-TZVPD RIJCOSX def2/J DEFGRID3
* xyz 0 1
C -1.15 -0.10 1.67
C -1.39 0.93 0.62
C 1.28 0.11 1.39
C 0.10 -0.14 2.09
C -0.87 0.70 -0.60
C 0.48 -0.58 -2.01
N 1.39 0.00 0.01
N 0.28 0.06 -0.72
H -1.86 -0.76 2.01
H -2.07 1.75 0.77
H 2.25 0.17 1.79
H -0.56 -0.66 -2.51
H 1.16 0.01 -2.67
H 0.97 -1.48 -1.85
*
```

For the molar mass, the calculation gives 106.128 g/mol. As for the gap between HOMO and LUMO (alpha / beta): 0.27884 / 0.27859 Ha.


Version two
ORCA calculation (ωB97M-V with the def2-TZVPD basis set) on a molecular structure, C6H6N2.

The geometry in ORCA input format:
```
! wB97M-V def2-TZVPD RIJCOSX def2/J DEFGRID3
* xyz 0 1
C -0.82 1.73 0.11
C -0.99 0.33 -0.13
C -2.16 -0.26 -0.21
C 0.21 -0.46 0.11
C 1.54 0.15 0.02
C 2.82 -0.10 -0.44
H -1.51 2.41 -0.44
H -0.73 1.91 1.45
H 0.27 1.92 -0.06
H -0.67 -2.17 0.01
H 0.98 -2.43 -0.08
H 3.95 -0.27 -0.39
N -3.06 -0.90 -0.30
N 0.18 -1.85 0.35
*
```

For the molar mass, the calculation gives 106.128 g/mol. As for the gap between HOMO and LUMO: 0.27296 Ha.


Version three
ORCA calculation (ωB97M-V with the def2-TZVPD basis set) on a single C6H6N2 molecule.

The geometry in ORCA input format:
```
! wB97M-V def2-TZVPD RIJCOSX def2/J DEFGRID3
* xyz 0 1
C 3.17 -0.04 -0.07
C 1.96 -0.47 0.04
C 0.55 -0.40 0.19
C -0.25 -1.48 0.05
N -1.67 -1.43 0.02
C -2.21 -0.20 -0.08
N -1.52 0.95 0.08
C -0.06 0.94 0.08
H 4.26 -0.06 -0.21
H 0.22 -2.49 0.16
H -3.29 -0.13 -0.28
H -1.84 1.89 -0.14
H 0.42 1.38 -0.79
H 0.25 1.53 0.94
*
```

As for the structure (SMILES): C#CC1=CN=CNC1. For the molar mass, the calculation gives 106.128 g/mol. As for the gap between HOMO and LUMO: 0.30755 Ha.


Top of the stability list: version three, leading by 0.0990 hartree.


Version one
ORCA calculation (ωB97M-V with the def2-TZVPD basis set) on a single C6H6N2 molecule.

The geometry in ORCA input format:
```
! wB97M-V def2-TZVPD RIJCOSX def2/J DEFGRID3
* xyz 0 1
C 0.12 -1.70 0.08
C 0.59 -0.40 -0.18
C 1.67 0.55 -0.43
C 1.08 1.77 -0.44
N -0.31 1.71 -0.30
C -0.67 0.46 -0.03
N -1.68 -0.11 0.55
C -1.37 -1.57 0.47
H 0.59 -2.73 -0.03
H 2.85 0.66 -0.37
H 1.50 2.82 -0.54
H -0.85 2.63 -0.13
H -2.10 -2.19 -0.21
H -1.43 -1.91 1.55
*
```

As for the structure (SMILES): C1=c2cc[nH]c2=NC1. For the molar mass, the calculation gives 106.128 g/mol. As for the gap between HOMO and LUMO: 0.31054 Ha.


Version two
ORCA calculation (ωB97M-V with the def2-TZVPD basis set) on 2 unconnected molecules or ions with the total composition C6H6N2.

The geometry in ORCA input format:
```
! wB97M-V def2-TZVPD RIJCOSX def2/J DEFGRID3
* xyz 0 1
C -0.46 0.06 0.65
C 0.52 0.07 -0.20
C 1.64 -0.77 0.48
C 1.49 -0.52 1.97
N 0.42 -0.10 2.60
N -0.69 -0.24 1.83
H 0.75 0.55 -1.18
H 1.54 -1.93 0.29
H 2.60 -0.38 -0.02
H 2.48 -0.41 2.57
C -2.01 0.70 -2.30
C -3.10 1.19 -2.21
H -1.20 0.01 -2.31
H -3.97 1.76 -2.18
*
```

As for the structure (SMILES): C1=CCC=NN=1.C#C. For the molar mass, the calculation gives 106.128 g/mol. As for the gap between HOMO and LUMO (alpha / beta): 0.30728 / 0.30724 Ha.


Version three
ORCA calculation (ωB97M-V with the def2-TZVPD basis set) on 2 unconnected molecules or ions with the total composition C6H6N2.

The geometry in ORCA input format:
```
! wB97M-V def2-TZVPD RIJCOSX def2/J DEFGRID3
* xyz 0 1
C 0.66 -0.23 -1.80
C 1.34 0.97 0.08
C -1.57 1.63 0.48
C -1.14 0.67 -0.35
C 0.60 -1.86 0.70
C 0.26 0.43 -0.60
N 1.03 -0.60 -2.81
N 2.26 1.38 0.64
H -2.62 1.68 0.68
H -0.94 1.90 1.36
H -1.78 0.17 -1.10
H 0.11 -2.68 0.22
H 1.63 -1.59 0.80
H 0.16 -1.87 1.69
*
```

For the molar mass, the calculation gives 106.128 g/mol. As for the gap between HOMO and LUMO (alpha / beta): 0.31773 / 0.26968 Ha.


Version four
ORCA calculation (ωB97M-V with the def2-TZVPD basis set) on a molecular structure, C6H6N2.

The geometry in ORCA input format:
```
! wB97M-V def2-TZVPD RIJCOSX def2/J DEFGRID3
* xyz 0 1
C 1.34 1.00 -0.13
C 0.00 1.39 0.10
C -0.81 0.30 0.21
C 0.05 -0.81 0.03
C -2.25 -0.08 -0.16
C -3.43 -0.40 0.01
H 3.28 -0.75 1.06
H 2.25 -1.75 -0.61
H 2.01 1.82 -0.40
H -0.23 2.53 -0.15
H -0.20 -1.92 0.06
H -4.34 -0.89 -0.08
N 2.62 -0.75 -0.15
N 1.35 -0.31 0.11
*
```

For the molar mass, the calculation gives 106.128 g/mol. As for the gap between HOMO and LUMO: 0.31556 Ha.


Top of the stability list: version one, leading by 0.1023 hartree.


Version one
ORCA calculation (ωB97M-V with the def2-TZVPD basis set) on a molecular structure, C6H6N2.

The geometry in ORCA input format:
```
! wB97M-V def2-TZVPD RIJCOSX def2/J DEFGRID3
* xyz 0 1
C -1.44 -0.51 -0.09
C -0.06 1.36 -0.09
C 0.63 0.06 0.15
C -0.13 -0.97 0.04
C 2.03 -0.32 0.12
C 3.24 -0.66 -0.12
H -3.34 -0.90 -0.34
H -2.23 1.18 0.93
H 0.20 2.12 -0.90
H 0.35 1.79 0.78
H 0.32 -2.05 0.16
H 4.35 -0.67 -0.44
N -2.48 -1.37 -0.06
N -1.45 0.94 -0.14
*
```

For the molar mass, the calculation gives 106.128 g/mol. As for the gap between HOMO and LUMO: 0.31807 Ha.


Version two
ORCA calculation (ωB97M-V with the def2-TZVPD basis set) on a single C6H6N2 molecule.

The geometry in ORCA input format:
```
! wB97M-V def2-TZVPD RIJCOSX def2/J DEFGRID3
* xyz 0 1
C -1.90 -0.85 2.16
C -0.71 -0.38 1.64
C 0.31 0.23 0.79
C 1.18 -0.89 0.17
C 1.56 -0.53 -1.19
C 0.61 0.50 -1.79
N -0.41 1.07 -1.39
N -0.68 0.71 -0.13
H -2.82 -0.88 2.85
H 0.89 1.03 1.19
H 1.53 -1.75 0.62
H 1.84 -1.33 -2.18
H 1.07 0.59 -2.78
H -1.16 1.37 0.32
*
```

As for the structure (SMILES): C#C[C@H]1C=CC=NN1. For the molar mass, the calculation gives 106.128 g/mol. As for the gap between HOMO and LUMO: 0.30854 Ha.


Top of the stability list: version one, leading by 0.0859 hartree.